Record 1
{"formula": "C24H26N4O3", "method": "ωB97M-V/def2-TZVPD", "e_tot_ha": -1374.8645, "de_lowest_kj_mol": 429.90, "symbols": ["N", "C", "C", "C", "N", "C", "C", "H", "H", "C", "N", "C", "H", "C", "O", "C", "H", "C", "H", "H", "H", "H", "H", "H", "H", "H", "H", "H", "H", "O", "C", "N", "C", "O", "C", "C", "C", "C", "C", "C", "H", "H", "C", "C", "C", "C", "C", "C", "H", "H", "H", "H", "H", "H", "H", "H", "H"], "positions_angstrom": [[1.0637, 5.3438, 2.4517], [1.4965, 4.3412, 2.0967], [1.9917, 3.0908, 1.7220], [1.9701, 1.9236, 2.4735], [1.5642, 1.6898, 3.7397], [1.2964, 0.3522, 4.2243], [-0.1840, -0.0321, 4.1184], [-0.7611, 0.7043, 4.6818], [-0.3323, -1.0019, 4.5937], [-0.7324, -0.1130, 2.6854], [-0.8720, -1.4862, 2.2339], [0.4011, -2.1050, 1.8968], [1.0499, -2.0901, 2.7731], [0.1716, -3.5621, 1.4944], [-0.7281, -3.6770, 0.4197], [-1.9537, -3.0721, 0.7501], [-2.6023, -3.1897, -0.1191], [-1.7707, -1.5955, 1.0950], [-2.7378, -1.1651, 1.3644], [-1.3765, -1.0624, 0.2123], [-2.4044, -3.5876, 1.6121], [1.1065, -4.0181, 1.1647], [-0.2185, -4.1146, 2.3636], [0.8987, -1.5715, 1.0694], [-1.7320, 0.3277, 2.6666], [-0.1072, 0.4777, 1.9935], [1.6024, 0.3128, 5.2744], [1.9250, -0.3307, 3.6531], [1.0303, 2.4378, 4.1585], [2.5396, 0.9490, 1.7390], [2.8768, 1.5502, 0.5564], [2.5731, 2.7970, 0.5091], [3.5225, 0.7377, -0.5151], [2.8208, -0.4462, -0.8107], [1.5903, -0.3593, -1.4123], [0.9326, 0.8240, -1.7232], [-0.3123, 0.7771, -2.3269], [-0.9294, -0.4320, -2.6299], [-0.2578, -1.6124, -2.3094], [0.9834, -1.5788, -1.7136], [1.5028, -2.4913, -1.4682], [-0.7042, -2.5675, -2.5394], [-2.2513, -0.4621, -3.2724], [-2.5706, 0.4415, -4.2838], [-3.8129, 0.4115, -4.8892], [-4.7597, -0.5181, -4.4926], [-4.4538, -1.4209, -3.4881], [-3.2102, -1.3953, -2.8852], [-2.9814, -2.0935, -2.0936], [-5.1886, -2.1476, -3.1724], [-5.7306, -0.5397, -4.9649], [-4.0434, 1.1148, -5.6763], [-1.8310, 1.1578, -4.6108], [-0.8195, 1.7055, -2.5445], [1.3701, 1.7842, -1.5000], [4.5057, 0.3951, -0.1744], [3.6471, 1.3749, -1.3988]], "forces_ev_per_angstrom": [[-0.15, 0.36, 0.17], [-0.16, 0.30, 0.11], [0.15, -1.46, 0.47], [-0.05, 1.13, -0.11], [0.13, -0.03, -0.29], [-0.27, -0.29, 0.28], [0.28, 0.11, -0.25], [-0.01, -0.02, 0.09], [-0.07, -0.02, 0.08], [-0.09, -0.05, 0.20], [-0.07, -0.03, -0.04], [-0.10, -0.29, -0.08], [0.08, -0.02, -0.01], [0.29, 0.14, 0.27], [0.10, -0.06, -0.18], [-0.30, 0.35, 0.01], [-0.03, 0.01, 0.07], [-0.03, -0.29, -0.11], [0.00, 0.01, -0.04], [-0.06, 0.01, 0.03], [-0.01, 0.03, -0.08], [-0.02, 0.02, 0.08], [0.07, 0.02, -0.06], [0.03, 0.02, 0.09], [0.07, 0.02, -0.05], [-0.08, 0.01, -0.04], [0.06, -0.10, -0.14], [-0.01, 0.01, 0.14], [0.09, 0.04, -0.09], [-0.15, -0.10, 0.44], [-0.03, 0.81, -0.49], [0.37, -0.42, -0.59], [0.17, -0.02, 0.18], [-0.18, -0.26, -0.08], [-0.17, -0.17, -0.11], [0.34, 0.08, 0.12], [-0.13, -0.22, -0.05], [0.25, 0.08, 0.10], [0.05, 0.17, -0.01], [0.20, 0.16, 0.11], [0.06, -0.12, 0.04], [-0.06, -0.11, -0.03], [-0.23, 0.00, -0.12], [0.03, -0.05, 0.06], [-0.08, 0.06, -0.05], [-0.08, 0.00, -0.04], [-0.10, -0.07, -0.02], [0.07, 0.06, -0.01], [0.03, -0.06, 0.08], [-0.05, -0.05, 0.03], [-0.07, 0.00, -0.04], [-0.01, 0.05, -0.06], [0.08, 0.05, -0.03], [-0.05, 0.08, -0.02], [0.02, 0.06, 0.02], [-0.12, 0.09, -0.13], [-0.03, -0.02, 0.18]], "nbo_charge": [-0.317, 0.263, -0.185, 0.535, -0.592, -0.217, -0.426, 0.206, 0.228, -0.216, -0.446, -0.259, 0.196, -0.071, -0.527, -0.070, 0.188, -0.254, 0.204, 0.182, 0.168, 0.194, 0.166, 0.183, 0.207, 0.167, 0.207, 0.214, 0.410, -0.422, 0.429, -0.388, -0.121, -0.503, 0.362, -0.352, -0.120, -0.098, -0.172, -0.277, 0.228, 0.222, -0.056, -0.210, -0.191, -0.221, -0.223, -0.150, 0.196, 0.212, 0.213, 0.212, 0.214, 0.210, 0.235, 0.218, 0.214]}



Record 2
{"formula": "C23H23N3O2S", "method": "ωB97M-V/def2-TZVPD", "e_tot_ha": -1603.1916, "de_lowest_kj_mol": 84.54, "symbols": ["C", "N", "C", "H", "C", "N", "C", "C", "C", "C", "C", "C", "N", "C", "O", "C", "C", "C", "C", "C", "C", "C", "C", "C", "C", "O", "C", "H", "H", "H", "H", "H", "H", "S", "H", "H", "H", "H", "H", "H", "C", "H", "C", "H", "H", "H", "H", "H", "H", "H", "H", "H"], "positions_angstrom": [[2.6023, 4.3109, -0.2618], [1.9264, 3.0931, 0.1245], [1.3480, 2.4076, -1.0156], [2.1304, 2.0940, -1.7318], [0.5627, 1.1898, -0.5192], [1.3726, 0.2835, 0.2619], [2.0241, -0.7880, -0.3326], [2.2365, -0.8706, -1.7111], [2.8842, -1.9470, -2.2868], [3.3572, -2.9806, -1.4990], [3.1194, -2.9470, -0.1372], [2.4299, -1.8942, 0.4470], [2.1649, -1.9725, 1.8288], [0.9940, -1.7359, 2.4877], [0.9540, -1.7289, 3.7029], [-0.1929, -1.5239, 1.6460], [-0.5710, -2.1814, 0.5039], [-1.8102, -1.7378, 0.0185], [-2.3696, -0.7536, 0.7962], [-3.6520, -0.1859, 0.4720], [-4.2143, 0.9017, 1.1316], [-5.4760, 1.3504, 0.7937], [-6.1923, 0.7050, -0.2027], [-5.6470, -0.3756, -0.8730], [-4.3720, -0.8245, -0.5540], [-3.9052, -1.9168, -1.2199], [-2.5086, -2.1714, -1.2322], [-2.4052, -3.2496, -1.3889], [-2.0616, -1.6562, -2.1020], [-6.1957, -0.8883, -1.6471], [-7.1828, 1.0459, -0.4634], [-5.9053, 2.1950, 1.3103], [-3.6460, 1.3791, 1.9163], [-1.3850, -0.3819, 2.1644], [0.0138, -2.9530, 0.0367], [2.9140, -2.3095, 2.4210], [3.4452, -3.7634, 0.4919], [3.8886, -3.8105, -1.9375], [3.0381, -1.9644, -3.3554], [1.9112, -0.0642, -2.3488], [1.9974, 0.9903, 1.3615], [1.2088, 1.3488, 2.0314], [2.7997, 2.1903, 0.8498], [3.6296, 1.8274, 0.2123], [3.2271, 2.7270, 1.6994], [2.6596, 0.3287, 1.9164], [-0.2339, 1.5520, 0.1406], [0.1032, 0.6525, -1.3495], [0.6685, 3.0935, -1.5275], [1.8913, 4.9685, -0.7597], [3.4509, 4.1313, -0.9417], [2.9728, 4.8104, 0.6319]], "forces_ev_per_angstrom": [[-0.02, -0.05, 0.01], [0.01, -0.04, -0.02], [-0.21, -0.12, 0.06], [-0.03, 0.04, 0.01], [-0.03, 0.14, -0.26], [0.03, 0.16, -0.04], [0.20, -0.17, -0.04], [-0.09, 0.09, 0.07], [0.03, -0.12, -0.04], [0.06, -0.01, -0.04], [-0.04, 0.09, -0.02], [0.06, 0.05, -0.34], [0.42, -0.21, 0.19], [0.08, -0.14, 0.06], [-0.08, 0.14, 0.12], [-0.74, -0.08, -0.07], [0.24, 0.05, 0.49], [-0.60, 0.46, 0.21], [0.73, -0.44, 0.08], [-0.35, -0.01, -0.27], [-0.03, -0.15, -0.18], [-0.05, 0.12, 0.10], [0.04, -0.02, -0.01], [0.15, -0.12, -0.05], [-0.10, 0.39, 0.21], [-0.24, 0.00, 0.21], [0.45, -0.03, -0.26], [0.01, 0.17, -0.01], [-0.12, -0.13, 0.11], [-0.06, -0.06, -0.10], [-0.08, 0.03, -0.03], [-0.04, 0.07, 0.04], [0.02, 0.11, 0.09], [-0.01, -0.42, -0.38], [0.17, -0.15, -0.06], [-0.17, 0.11, 0.02], [-0.02, -0.09, 0.07], [0.05, -0.08, -0.04], [0.01, 0.01, -0.09], [-0.02, 0.11, -0.01], [0.47, 0.26, 0.07], [0.05, 0.00, 0.05], [-0.16, -0.14, 0.22], [-0.02, 0.04, 0.04], [0.05, -0.01, -0.01], [-0.08, 0.03, 0.00], [-0.03, 0.00, -0.09], [-0.03, 0.01, 0.03], [0.02, -0.03, -0.04], [0.03, 0.08, -0.03], [0.02, 0.00, -0.01], [0.05, 0.08, 0.00]], "nbo_charge": [-0.404, -0.437, -0.238, 0.159, -0.225, -0.479, 0.245, -0.272, -0.203, -0.237, -0.208, 0.079, -0.623, 0.649, -0.594, -0.277, -0.216, -0.094, -0.194, -0.167, -0.169, -0.237, -0.190, -0.279, 0.397, -0.497, -0.067, 0.203, 0.176, 0.224, 0.215, 0.215, 0.213, 0.498, 0.235, 0.413, 0.214, 0.217, 0.215, 0.213, -0.223, 0.206, -0.236, 0.162, 0.206, 0.220, 0.212, 0.211, 0.205, 0.201, 0.163, 0.202]}



| no. | F_max (hartree/bohr) |
| --- | --- |
| 1 | 0.030 |
| 2 | 0.017 |